Density functional theory data (ωB97M-V/def2-TZVPD) for a molecular structure, C3H6BBrNNiOP.

```
15
Properties=species:S:1:pos:R:3:forces:R:3
C 0.65120 -1.59661 0.83481 0.525 0.277 0.039
P 0.37665 0.20729 0.67769 -0.125 -1.185 -0.721
C 1.07372 0.80219 -0.95197 0.354 -0.084 1.310
B -1.48870 0.72746 0.78007 -2.114 1.658 0.893
Br -1.81973 2.51945 1.43494 0.604 -0.948 -0.289
N -2.60451 -0.08578 0.40366 1.471 1.012 -0.876
C -2.36742 -0.72762 -0.63257 -0.094 -1.560 1.690
O -2.07116 -1.51969 -1.40012 -0.186 0.221 -1.232
H -0.19525 -2.12747 1.28173 -0.053 0.363 -0.047
H 0.88443 -2.01269 -0.15492 -0.054 0.097 0.136
H 1.52103 -1.75218 1.48960 -0.106 -0.054 -0.164
H 2.04315 0.31633 -1.11279 -0.184 0.086 -0.198
H 1.14538 1.92410 -0.92427 -0.453 -0.305 -0.485
H 0.35896 0.53467 -1.74124 0.237 0.271 -0.078
Ni 2.49223 2.79056 0.01537 0.179 0.151 0.022
```
Positions in Å, forces in eV/Å.

## Properties
Orbital gap (spin up / spin down), hartree: 0.2862 / 0.2364
Net charge: +2
HOMO level (spin up / spin down), eV: -18.00 / -18.02
Multiplicity: 3
LUMO (spin up / spin down), eV: -10.21 / -11.59

***

Density functional theory data (ωB97M-V/def2-TZVPD) for a single C19H22N2O8S molecule.

```
52
Properties=species:S:1:pos:R:3:forces:R:3
C 3.85399 3.00581 -2.13636 -0.445 0.076 0.029
C 2.53107 3.57752 -2.62122 0.363 -0.164 -0.477
O 1.60164 3.72858 -1.53890 0.078 0.253 0.181
C 0.67846 2.79343 -1.36425 -0.275 0.271 0.196
O 0.55419 1.81191 -2.05503 0.039 -0.248 -0.089
C -0.21894 3.12545 -0.18974 -0.031 -0.318 0.044
C -0.18950 2.01655 0.87741 0.075 0.351 0.335
N -0.69992 0.77366 0.32666 -0.239 -0.667 0.360
S -0.59174 -0.53124 1.38717 -0.176 0.098 -0.532
O 0.67749 -1.19498 1.25854 -0.274 -0.280 -0.244
O -0.95340 -0.02258 2.67785 -0.333 0.124 0.009
C -1.87222 -1.57290 0.72966 0.334 0.318 0.237
C -3.18976 -1.28189 0.98701 0.062 0.028 0.069
C -4.17929 -2.08146 0.42954 -0.029 -0.101 -0.064
C -3.84391 -3.15938 -0.37683 0.178 -0.127 -0.107
O -4.72920 -3.99653 -0.96667 0.424 0.053 0.031
C -6.10531 -3.77919 -0.76314 -0.240 0.045 0.039
C -2.47786 -3.45029 -0.63050 -0.161 0.104 0.054
O -2.24329 -4.52335 -1.42026 -0.300 0.118 0.100
C -0.90379 -4.86904 -1.69250 0.200 -0.055 -0.041
C -1.50336 -2.64189 -0.07160 0.049 -0.304 -0.173
C 1.19047 1.84435 1.47547 0.290 0.231 0.305
C 1.45719 2.28633 2.76630 0.044 -0.021 -0.184
C 2.69306 2.07140 3.35683 -0.040 0.037 -0.038
C 3.68581 1.40488 2.66624 0.156 -0.160 -0.208
C 3.42079 0.97126 1.37319 -0.981 0.685 0.643
N 4.44568 0.28358 0.63377 0.441 -0.194 -0.294
O 4.25916 0.10278 -0.55234 -0.016 -0.196 -0.280
O 5.44448 -0.05661 1.22967 0.249 -0.111 0.128
C 2.18705 1.18177 0.77530 0.390 0.032 -0.003
H 4.57681 3.03954 -2.94634 0.105 0.008 -0.093
H 3.73977 1.97159 -1.82155 0.010 -0.024 0.028
H 4.23149 3.59314 -1.30241 0.085 0.041 0.063
H 2.08441 2.92959 -3.38120 0.058 0.185 0.085
H 2.66587 4.58497 -3.02264 -0.083 -0.133 0.049
H -1.24088 3.21329 -0.56206 0.011 0.050 -0.047
H 0.09935 4.07029 0.24909 -0.066 -0.078 0.021
H -0.87943 2.28555 1.68528 0.196 0.159 -0.130
H -0.29193 0.56162 -0.57638 0.003 -0.160 -0.219
H -3.43296 -0.44812 1.62355 -0.136 0.118 0.077
H -5.21288 -1.85458 0.63343 -0.108 -0.016 -0.001
H -6.60978 -4.56308 -1.32543 -0.006 0.080 0.059
H -6.41880 -2.80192 -1.14355 0.022 -0.030 0.024
H -6.37388 -3.86245 0.29460 0.021 0.014 -0.036
H -0.95485 -5.75521 -2.32270 0.061 0.071 0.048
H -0.38457 -4.06958 -2.22924 -0.015 -0.010 0.020
H -0.35635 -5.10458 -0.77514 -0.018 0.015 -0.020
H -0.45091 -2.81549 -0.21926 0.117 -0.156 -0.108
H 0.67945 2.78689 3.32293 -0.123 0.032 0.083
H 2.87509 2.41494 4.36328 0.031 0.019 0.082
H 4.65375 1.21153 3.10233 0.011 -0.007 0.022
H 2.02217 0.79413 -0.21784 -0.008 -0.054 -0.032
```
Positions in Å, forces in eV/Å.

## Properties
Orbital gap, hartree: 0.3022
Relative energy (zero: lowest compared OMol25 entry of this formula, charge and spin), kJ/mol: 0.0
HOMO level, eV: -8.51
Multiplicity: 1
LUMO, eV: -0.29

***

Density functional theory data (ωB97M-V/def2-TZVPD) for a single C7H10F2O3 molecule.

```
22
Properties=species:S:1:pos:R:3:forces:R:3
C 0.13221 -1.80476 0.60367 0.384 0.614 1.310
C 1.14776 -0.82466 0.45222 -0.059 -0.935 0.461
C -1.11054 -1.65343 0.02729 -0.818 -1.319 -1.544
C -1.83091 -0.03040 0.33618 0.316 -0.257 3.814
C 1.37415 -0.03086 -0.62637 -1.052 -1.706 -0.854
C -1.00016 1.04300 0.63065 0.705 1.144 -3.038
C 2.16509 1.18125 -0.70513 -0.873 -0.885 3.986
O -2.59681 0.07069 -0.75862 -1.706 1.765 -1.465
O 0.79999 -0.29318 -1.83509 0.042 0.309 0.465
O 2.30160 1.70255 0.60317 1.994 0.763 -0.196
F -0.64893 2.02763 -0.31440 -0.950 -1.432 1.272
F -0.55164 1.38822 1.79062 0.349 0.072 1.427
H 0.09750 -2.11864 1.63989 0.152 -0.847 -0.067
H 1.70627 -0.77717 1.37547 0.616 0.739 -0.295
H -1.18652 -1.42724 -1.00965 0.141 -0.078 -1.012
H -1.93061 -2.39488 0.13775 0.594 0.564 0.781
H -2.28961 -0.42720 1.29597 0.016 0.835 -0.992
H 1.55732 1.80283 -1.21222 -1.587 2.457 -2.426
H 3.08535 1.03388 -1.11692 2.586 -0.194 -1.253
H -2.88152 1.01504 -0.76175 -0.076 -1.078 -0.531
H 0.09451 -0.92894 -1.68193 0.168 -0.282 -0.361
H 1.56549 1.44626 1.12920 -0.943 -0.249 0.517
```
Positions in Å, forces in eV/Å.

## Properties
Orbital gap (spin up / spin down), hartree: 0.2667 / 0.2731
Relative energy (zero: lowest compared OMol25 entry of this formula, charge and spin), kJ/mol: 157.8
HOMO level (spin up / spin down), eV: -7.39 / -7.76
Multiplicity: 1
LUMO (spin up / spin down), eV: -0.13 / -0.33